Record 1
Entry from OMol25: a 2-piece molecular cluster, C4H9N overall at a distorted geometry (ωB97M-V/def2-TZVPD).

Geometry (Å):
C (2.2682, 1.0893, -2.8184)
N (3.1798, 0.7812, -1.9979)
H (2.4067, 1.9503, -3.4744)
H (1.5779, 0.2717, -3.1121)
H (2.8910, 0.2076, -1.2094)
C (-1.7233, 0.5437, 1.1674)
C (-0.8343, -0.4892, 1.7744)
C (-1.1997, -1.8071, 1.5511)
H (-2.3709, 1.1793, 1.7820)
H (-1.0635, 1.1481, 0.5362)
H (-2.5521, 0.0081, 0.6862)
H (0.1077, -0.1809, 2.2270)
H (-0.6049, -2.4468, 0.8973)
H (-2.0826, -2.2554, 1.9905)

Calculated values
**Gap between HOMO and LUMO**: 0.3047 Eh
**Largest force on an atom**: 2.83 eV/Å
**HOMO level**: -7.90 eV
**E_tot**: -212.383406 hartree
**Energy above the lowest of the compared OMol25 structures with the same formula, charge and spin**: 4.565 eV
**Total charge**: 0
**LUMO level**: 0.01429 Eh
**SMILES**: C=CC.C=N


Record 2
Entry from OMol25: a 2-piece molecular cluster, C5H15NO overall at a distorted geometry (ωB97M-V/def2-TZVPD).

Geometry (Å):
C (1.3532, -1.1730, -0.9358)
N (1.1245, -0.1622, 0.0782)
C (1.2818, -0.6686, 1.4087)
C (-1.2564, 0.4733, 0.5699)
C (0.0404, 0.7823, -0.1703)
C (0.5027, 2.2067, 0.1560)
H (1.4006, -0.7326, -1.9291)
H (2.2842, -1.6807, -0.6897)
H (0.5924, -1.9550, -0.9000)
H (2.3075, -0.9969, 1.5888)
H (0.5845, -1.4879, 1.6731)
H (0.9717, 0.0740, 2.1562)
H (-2.0845, 0.9531, 0.0452)
H (-1.2687, 0.9384, 1.5558)
H (-1.5040, -0.5885, 0.6944)
H (-0.1260, 0.7596, -1.2415)
H (-0.3694, 2.8495, 0.2338)
H (0.9546, 2.2159, 1.1439)
H (1.2668, 2.5340, -0.5373)
H (-2.1441, -1.5416, -1.0438)
H (-3.0763, -1.0073, -2.1761)
O (-2.8354, -1.7924, -1.6804)

Calculated values
**Gap between HOMO and LUMO**: 0.3301 Eh
**Largest force on an atom**: 1.17 eV/Å
**HOMO level**: -8.16 eV
**E_tot**: -329.466949 hartree
**Energy above the lowest of the compared OMol25 structures with the same formula, charge and spin**: 1.106 eV
**Total charge**: 0
**LUMO level**: 0.03034 Eh
**SMILES**: CC(C)N(C)C.O


Record 3
Entry from OMol25: one molecule with the formula C19H31N5O3 (ωB97M-V/def2-TZVPD).

Geometry (Å):
C (-0.1052, 3.9091, 1.3459)
C (-1.6095, 3.7139, 1.4756)
C (-1.9900, 3.1991, 2.8629)
C (-3.4741, 2.8913, 2.9504)
O (-3.8660, 1.9545, 1.9586)
C (-3.6262, 2.4584, 0.6623)
C (-2.1376, 2.7325, 0.4275)
C (-1.9725, 3.2874, -0.9816)
O (-2.1178, 4.4826, -1.1908)
N (-1.7161, 2.4027, -1.9860)
C (-1.5398, 2.8966, -3.3395)
C (-1.5102, 0.9766, -1.7873)
C (-0.0570, 0.6221, -1.4864)
C (0.1775, -0.8738, -1.3076)
C (-0.6369, -1.4780, -0.1553)
C (-0.2342, -2.9176, 0.0770)
O (-0.8134, -3.8247, -0.4979)
N (0.8025, -3.1703, 0.9372)
C (1.3037, -4.5397, 0.9911)
C (2.3608, -4.7866, -0.0965)
C (3.2728, -3.6089, -0.0740)
C (3.0407, -2.4309, 0.5826)
N (4.0777, -1.5900, 0.3635)
N (4.9407, -2.1920, -0.3952)
N (4.4648, -3.4133, -0.6737)
C (5.2401, -4.3286, -1.4830)
C (1.7840, -2.1696, 1.3514)
H (0.4190, 2.9571, 1.4770)
H (0.1562, 4.3162, 0.3686)
H (0.2663, 4.5976, 2.1069)
H (-2.1065, 4.6731, 1.3033)
H (-1.4250, 2.2863, 3.0836)
H (-1.7218, 3.9368, 3.6239)
H (-3.7350, 2.4463, 3.9099)
H (-4.0579, 3.8151, 2.8294)
H (-4.0076, 1.7122, -0.0369)
H (-4.1853, 3.3911, 0.5048)
H (-1.5959, 1.7914, 0.5512)
H (-1.6251, 3.9780, -3.3317)
H (-0.5567, 2.6167, -3.7252)
H (-2.3038, 2.4794, -3.9999)
H (-2.1694, 0.6166, -0.9993)
H (-1.8298, 0.4690, -2.7019)
H (0.5759, 0.9957, -2.2951)
H (0.2562, 1.1543, -0.5815)
H (-0.0789, -1.4091, -2.2265)
H (1.2447, -1.0435, -1.1414)
H (-0.5331, -0.8733, 0.7489)
H (-1.6945, -1.5111, -0.4115)
H (1.7499, -4.6882, 1.9772)
H (0.4658, -5.2197, 0.8754)
H (2.8928, -5.7188, 0.1065)
H (1.8718, -4.8860, -1.0692)
H (4.5671, -5.0245, -1.9788)
H (5.7829, -3.7543, -2.2280)
H (5.9477, -4.8827, -0.8675)
H (1.4203, -1.1631, 1.1678)
H (1.9511, -2.2611, 2.4287)

Calculated values
**Gap between HOMO and LUMO**: 0.3611 Eh
**Largest force on an atom**: 0.08 eV/Å
**HOMO level**: -9.21 eV
**E_tot**: -1242.108282 hartree
**Energy above the lowest of the compared OMol25 structures with the same formula, charge and spin**: 1.749 eV
**Total charge**: 0
**LUMO level**: 0.02254 Eh
**SMILES**: C[C@@H]1CCOC[C@H]1C(=O)N(C)CCCCC(=O)N1CCc2c(nnn2C)C1


Which of these has the lowest E_tot?
C19H31N5O3


Repeat the first record exactly.
Entry from OMol25: a 2-piece molecular cluster, C4H9N overall at a distorted geometry (ωB97M-V/def2-TZVPD).

Geometry (Å):
C (2.2682, 1.0893, -2.8184)
N (3.1798, 0.7812, -1.9979)
H (2.4067, 1.9503, -3.4744)
H (1.5779, 0.2717, -3.1121)
H (2.8910, 0.2076, -1.2094)
C (-1.7233, 0.5437, 1.1674)
C (-0.8343, -0.4892, 1.7744)
C (-1.1997, -1.8071, 1.5511)
H (-2.3709, 1.1793, 1.7820)
H (-1.0635, 1.1481, 0.5362)
H (-2.5521, 0.0081, 0.6862)
H (0.1077, -0.1809, 2.2270)
H (-0.6049, -2.4468, 0.8973)
H (-2.0826, -2.2554, 1.9905)

Calculated values
**Gap between HOMO and LUMO**: 0.3047 Eh
**Largest force on an atom**: 2.83 eV/Å
**HOMO level**: -7.90 eV
**E_tot**: -212.383406 hartree
**Energy above the lowest of the compared OMol25 structures with the same formula, charge and spin**: 4.565 eV
**Total charge**: 0
**LUMO level**: 0.01429 Eh
**SMILES**: C=CC.C=N